1.
Formula: C29H44ClN5O4Pt
Source: OMol25
Level of theory: ωB97M-V/def2-TZVPD

ORCA input file:
```
! RIJCOSX wB97M-V def2-TZVPD def2/J DEFGRID3
* xyz -2 5
Pt 0.3848 0.2710 1.1225
Cl 1.1693 -0.4465 -0.9175
C 0.5824 1.5303 4.9550
C 0.4655 1.2730 2.7556
N 1.0496 0.8173 3.8918
H -0.7597 3.2632 4.9950
N -0.2359 2.3750 3.1170
H 0.9065 1.3208 5.9608
C 2.0330 -0.2845 3.9545
C 2.6791 -0.2902 5.3302
C 1.3536 -1.6261 3.7757
H 1.9444 -0.4909 6.1253
H 3.4324 -1.0889 5.3514
H 3.1924 0.6534 5.5463
H 3.7914 -0.8692 2.9006
H 3.5240 0.9011 2.9689
H 0.9309 -1.7663 2.7736
C 3.0403 -0.0713 2.8415
H 0.5409 -1.7437 4.4982
H 2.0938 -2.4198 3.9514
H 2.5768 -0.1071 1.8345
C -0.2188 2.4914 4.4801
C -2.4918 2.7557 2.2220
H -2.9276 2.8430 3.2273
H -3.0730 3.3882 1.5336
C -1.0495 3.2478 2.2455
H -1.0443 3.8834 0.2225
C -1.0415 4.6621 2.8213
H -0.0226 5.0432 2.9641
H -2.5270 1.7075 1.9057
H -0.4240 2.2206 0.4143
H -1.5708 4.7288 3.7830
H -1.5541 5.3289 2.1142
C -0.4425 3.2326 0.8667
H 0.5803 3.6083 0.9075
C 0.7795 -2.1421 -7.0406
N 1.0227 -1.9620 -5.6943
H -0.2305 -0.7678 -8.4394
N -0.0201 -0.2118 -6.3693
H 1.1049 -3.0071 -7.5701
C 1.8013 -2.8604 -4.8344
C 2.1807 -4.1108 -5.6061
C 3.0453 -2.1111 -4.3696
H 2.8198 -3.8683 -6.4643
H 2.7486 -4.7785 -4.9462
H 1.2936 -4.6531 -5.9548
H 1.4664 -3.8360 -2.9363
H 0.0228 -3.6955 -3.9678
H 2.7686 -1.1902 -3.8415
C 0.9278 -3.1791 -3.6331
H 3.6764 -1.8648 -5.2309
H 3.6257 -2.7488 -3.6879
H 0.6490 -2.2581 -3.1093
C 0.1227 -1.0380 -7.4703
C 0.5405 2.1304 -6.0754
H 1.2853 2.1253 -6.8788
H 0.1204 3.1437 -6.0064
C -0.5786 1.1421 -6.3863
H -2.0244 2.2086 -5.1911
C -1.1736 1.4362 -7.7497
H -1.9655 0.7230 -8.0051
H 1.0323 1.8890 -5.1250
H -1.1630 0.8925 -4.3272
H -0.3999 1.4191 -8.5271
H -1.6113 2.4417 -7.7330
C -1.6173 1.1917 -5.2792
H -2.4378 0.5069 -5.5174
C 0.5137 -0.7852 -5.2666
O -1.3824 -2.4481 1.8012
C -1.7314 -1.4061 2.3504
O -1.5725 -0.1742 1.8662
C -2.3645 -1.4094 3.7361
C -2.8433 -0.2226 4.3201
C -2.9612 -0.1137 5.6965
C -2.6538 -1.2416 6.4952
C -2.4438 -2.5052 5.9037
C -2.2562 -2.5756 4.5268
N -2.2322 -1.0529 7.8456
O -2.2009 0.1242 8.2793
O -1.9004 -2.0534 8.5179
H -3.0782 0.6314 3.6816
H -3.2200 0.8316 6.1725
H -2.3466 -3.3787 6.5427
H -2.0268 -3.5296 4.0586
*
```

Values from the calculation:
Maximum force = 2.90 eV/Å
E_LUMO (alpha / beta) = 3.68 / 1.76 eV
Total energy = -62191.6985 eV
<S²> = 6.032

2.
Formula: C29H44F2N6O2
Source: OMol25
Level of theory: ωB97M-V/def2-TZVPD

ORCA input file:
```
! RIJCOSX wB97M-V def2-TZVPD def2/J DEFGRID3
* xyz 0 1
C 3.8682 -0.9413 -4.0819
O 3.6023 -0.0422 -3.0230
C 2.8070 -0.5695 -2.0160
C 1.5704 -0.0057 -1.8221
C 0.6930 -0.4894 -0.8452
C -0.5840 0.0716 -0.5139
N -1.0404 1.1787 -1.1373
C -2.2378 1.8702 -0.7133
C -1.9816 2.7578 0.5085
C -3.2824 3.4810 0.8846
N -3.8587 4.2595 -0.1840
C -3.4872 5.6571 -0.3019
C -4.6969 6.4638 -0.7874
C -2.2691 5.9736 -1.1818
C -4.0424 3.4780 -1.3824
C -2.7876 2.7205 -1.8535
N -1.3634 -0.4851 0.3919
C -0.9218 -1.5993 1.0089
N -1.7412 -2.1109 1.9690
C -3.1162 -1.6939 2.0652
C -4.0281 -2.6673 1.3077
C -3.7853 -4.0846 1.8097
F -4.2799 -4.2146 3.0807
F -4.5231 -4.9735 1.0714
C -2.3154 -4.4809 1.7851
C -1.4827 -3.4193 2.5145
N 0.2416 -2.1868 0.8192
C 1.0634 -1.6354 -0.0968
C 2.3410 -2.1853 -0.2903
C 3.2305 -1.6424 -1.1877
O 4.4659 -2.2226 -1.2847
C 5.5916 -1.3554 -1.2644
C 6.1396 -1.1393 0.1499
C 5.1074 -0.5443 1.1123
N 4.3650 0.5463 0.5273
C 3.2313 0.9718 1.3271
C 2.7946 2.3010 0.6991
C 4.0008 2.7329 -0.1525
C 5.1050 1.7645 0.2668
H 2.9468 -1.1832 -4.6239
H 4.3236 -1.8699 -3.7286
H 4.5578 -0.4273 -4.7496
H 1.2948 0.8170 -2.4669
H -0.3841 1.7051 -1.6910
H -2.9616 1.0960 -0.4382
H -1.6441 2.1402 1.3416
H -1.1972 3.4822 0.2791
H -3.1152 4.1288 1.7471
H -4.0218 2.7220 1.1718
H -3.2591 5.9894 0.7177
H -4.5049 7.5280 -0.6778
H -4.9089 6.2626 -1.8342
H -5.5727 6.2015 -0.2009
H -2.0571 7.0392 -1.1323
H -2.4632 5.7161 -2.2203
H -1.3867 5.4385 -0.8401
H -4.4030 4.1265 -2.1805
H -4.8253 2.7375 -1.1730
H -3.0466 2.0867 -2.7034
H -2.0205 3.4264 -2.1759
H -3.1986 -0.6920 1.6462
H -3.4002 -1.6770 3.1226
H -3.8008 -2.6418 0.2413
H -5.0780 -2.4105 1.4545
H -2.1996 -5.4563 2.2589
H -1.9995 -4.5525 0.7437
H -0.4198 -3.6271 2.3980
H -1.7483 -3.4118 3.5766
H 2.6367 -3.0332 0.3064
H 5.3429 -0.3889 -1.7043
H 6.3575 -1.8465 -1.8743
H 7.0052 -0.4789 0.0682
H 6.4774 -2.0930 0.5587
H 5.6243 -0.2370 2.0432
H 4.3800 -1.3163 1.3759
H 3.5240 1.1260 2.3817
H 2.4499 0.2112 1.2979
H 2.5587 3.0355 1.4685
H 1.9099 2.1609 0.0807
H 4.2805 3.7723 0.0106
H 3.7845 2.5895 -1.2103
H 5.6231 2.1297 1.1735
H 5.8461 1.6138 -0.5181
*
```

Values from the calculation:
Maximum force = 0.81 eV/Å
E_LUMO = 0.60 eV
Total energy = -49259.1738 eV

3.
Formula: C29H44FN14O3S
Source: OMol25
Level of theory: ωB97M-V/def2-TZVPD

ORCA input file:
```
! RIJCOSX wB97M-V def2-TZVPD def2/J DEFGRID3
* xyz 1 1
O 2.8685 -1.8747 1.9308
C 2.3180 -1.0600 1.2508
O 2.9975 -0.6705 0.0779
C 0.9722 -0.4095 1.6206
C -0.2800 -1.2505 1.1414
C -0.0721 -1.5747 -0.3358
N 0.7071 -2.5753 -0.8601
N 0.6508 -2.4847 -2.1819
N -0.1369 -1.4806 -2.4369
C -0.2893 -1.2137 -3.8898
C 0.0271 0.2432 -4.3400
C 1.2774 0.8814 -3.6264
C 0.9180 2.0039 -2.6064
S 2.1638 3.3569 -2.5853
C 1.3576 4.7400 -1.8199
N 1.1017 5.9135 -2.3408
N 0.4713 6.7351 -1.4794
C 0.3124 6.0053 -0.3811
O 0.8498 4.8021 -0.5333
N -0.6536 -0.8758 -1.3868
C -1.5815 0.2624 -1.4102
C -2.9098 0.0237 -0.6035
C -3.4462 1.3999 -0.1618
F -2.5841 2.0809 0.6891
H 2.9085 -1.3646 -0.5927
H 0.9249 -0.2375 2.7085
H 0.9172 0.5579 1.0724
H -0.4414 -2.1932 1.7822
H -1.1402 -0.5800 1.3009
H 0.4454 -1.8671 -4.3975
H -1.2799 -1.5762 -4.2324
H 0.2473 0.1926 -5.4264
H -0.8591 0.9117 -4.2685
H 1.8830 1.3255 -4.4354
H 1.8756 0.0939 -3.1619
H -0.0599 2.4477 -2.8702
H 0.9007 1.5532 -1.5930
H -0.1724 6.4203 0.5048
H -1.8831 0.4413 -2.4589
H -1.1084 1.1767 -1.0019
H -2.8306 -0.7251 0.2022
H -3.6495 -0.3742 -1.3337
H -3.5900 2.0104 -1.0824
H -4.4430 1.3048 0.3019
C -0.1644 -1.6896 5.9056
C -0.7816 -1.5176 4.5800
N -1.2512 -1.3949 3.5263
H -0.6567 -2.4906 6.4450
H 0.8920 -1.9364 5.7903
H -0.2524 -0.7674 6.4788
C -4.5800 -1.0652 5.7067
C -3.5366 -1.9987 6.1581
N -2.7221 -2.7268 6.5111
H -4.1193 -0.1662 5.2996
H -5.1877 -1.5357 4.9354
H -5.2179 -0.7912 6.5454
C -3.4142 -4.7040 1.5415
C -2.5404 -3.7092 2.1656
N -1.8568 -2.9195 2.6582
H -3.7776 -5.4127 2.2848
H -4.2638 -4.2057 1.0778
H -2.8592 -5.2437 0.7768
C 5.4714 1.2717 1.0352
C 6.0535 2.4568 0.3849
N 6.5020 3.3756 -0.1380
H 5.1703 1.5152 2.0531
H 4.5984 0.9372 0.4783
H 6.2056 0.4676 1.0653
C 1.9363 -5.2729 0.0494
C 2.5559 -6.5960 -0.1355
N 3.0381 -7.6272 -0.2818
H 2.6916 -4.4944 -0.0394
H 1.1718 -5.1149 -0.7074
H 1.4787 -5.2125 1.0361
C -1.8889 9.4497 0.8096
C -3.0303 8.6739 1.3226
N -3.9204 8.0673 1.7203
H -2.2424 10.2409 0.1509
H -1.3410 9.8959 1.6380
H -1.2200 8.7963 0.2506
C 5.8697 1.0630 -2.8275
C 4.6691 0.5202 -3.4756
N 3.7294 0.0956 -3.9830
H 6.7612 0.6908 -3.3298
H 5.8609 2.1511 -2.8759
H 5.8936 0.7547 -1.7844
C -2.1431 -4.0233 -2.8039
C -3.4018 -4.2094 -2.0611
N -4.3846 -4.3588 -1.4860
H -2.3122 -3.3607 -3.6509
H -1.3814 -3.5840 -2.1701
H -1.7911 -4.9844 -3.1762
*
```

Values from the calculation:
Maximum force = 6.87 eV/Å
E_LUMO = -4.13 eV
Total energy = -71327.6689 eV